{
  "formula": "H30O15",
  "method": "wB97M-V/def2-TZVPD",
  "species": ["H", "H", "H", "H", "H", "H", "H", "H", "H", "H", "H", "H", "H", "H", "H", "H", "H", "H", "H", "H", "H", "H", "H", "H", "H", "H", "H", "H", "H", "H", "O", "O", "O", "O", "O", "O", "O", "O", "O", "O", "O", "O", "O", "O", "O"],
  "xyz": [[1.102076, -0.432178, 0.111872], [-0.452476, -0.156924, 0.033974], [1.658675, -2.132652, 1.693905], [2.773321, -2.602428, 2.541667], [-3.065844, 1.480946, 0.882413], [-2.483847, 2.684513, 0.137880], [0.470900, -1.910599, -1.880402], [1.465719, -1.029063, -2.585225], [-3.205542, 1.072061, 3.632635], [-1.779378, 0.510274, 3.512363], [-3.775396, 1.083133, -2.655145], [-3.718862, 2.276173, -1.759627], [3.800944, -1.794142, -3.297745], [2.575488, -2.780141, -3.411464], [-0.304079, -2.304640, 1.328978], [-1.565936, -2.141834, 0.568547], [3.815434, -2.093367, -0.406918], [3.607921, -0.577651, -0.383202], [-0.050849, 4.118508, -0.451469], [-0.319447, 3.413909, -1.754167], [1.037858, -3.015756, 0.104418], [1.020905, -4.470884, 0.537223], [1.739120, 1.122673, -1.312678], [1.040075, 2.472450, -1.759276], [2.351026, 2.363182, 2.695518], [1.135870, 2.927938, 2.012156], [-4.893191, -0.873683, 2.132168], [-4.647315, -1.349033, 0.648263], [-0.165735, 2.033741, -0.643565], [0.787603, 2.512867, 0.425051], [0.278910, -0.620689, -0.389802], [1.836001, -2.268198, 2.627096], [-3.056662, 2.430323, 0.894519], [0.849352, -1.756809, -2.690085], [-2.572925, 0.637229, 3.029159], [-3.253248, 1.915358, -2.512962], [3.413543, -2.689781, -3.018267], [-1.300391, -2.394952, 1.403695], [3.797846, -1.303691, -0.963517], [0.335269, 3.981877, -1.297421], [1.107133, -3.890354, -0.264493], [1.286961, 1.513496, -2.017924], [1.635711, 2.973163, 2.909895], [-4.377292, -0.795461, 1.315015], [0.064755, 1.861093, 0.276944]],
  "forces_ev_per_a": [[-1.2, 0.2, -0.3], [0.5, 0.2, 0.3], [-0.3, 0.2, -0.1], [-1.3, 0.4, 0.6], [0.0, -1.0, 0.4], [-0.6, -0.3, 0.9], [-1.3, -0.4, 2.9], [-0.2, 0.1, 0.2], [0.7, -0.2, -0.4], [1.1, -0.2, 0.8], [0.9, 1.0, -0.1], [-0.2, 0.4, 0.4], [-1.1, -2.2, 0.6], [-1.8, 0.1, -0.7], [-2.1, -0.2, 0.4], [-1.2, 0.8, -2.8], [0.0, 0.0, -0.4], [0.2, 0.6, 0.6], [-0.6, 0.5, 1.2], [0.0, 1.1, -0.2], [-0.2, 0.6, -0.2], [0.0, 0.7, -1.2], [0.8, -0.7, 1.6], [1.8, -2.3, -0.6], [0.3, 0.0, 0.5], [0.9, 0.4, 2.9], [0.2, -0.4, -0.8], [-1.5, -2.2, -1.9], [0.1, -0.8, 0.3], [-0.8, -0.8, -0.4], [0.8, -1.0, 0.6], [1.8, -0.5, -0.4], [0.4, 1.4, -1.3], [1.2, 0.2, -3.8], [-1.6, 0.3, -0.2], [-0.7, -1.4, -0.2], [3.2, 1.5, -0.3], [2.9, -0.7, 2.7], [0.0, 0.0, 0.2], [-0.1, -0.3, -1.7], [0.1, -1.3, 1.2], [-1.4, 2.9, -2.1], [-1.1, -0.3, -2.9], [1.3, 2.6, 2.4], [0.4, 1.2, 1.2]],
  "mulliken_charge": [0.25, 0.11, 0.29, 0.31, 0.33, 0.21, 0.29, 0.34, 0.26, 0.25, 0.31, 0.33, 0.29, 0.32, 0.29, 0.30, 0.28, 0.26, 0.33, 0.43, 0.10, 0.38, 0.23, 0.38, 0.32, 0.39, 0.27, 0.26, 0.13, 0.28, -0.30, -0.59, -0.57, -0.63, -0.48, -0.63, -0.63, -0.62, -0.51, -0.68, -0.60, -0.64, -0.62, -0.52, -0.49],
  "relative_energy_kcal_mol": 122.6,
  "e_homo_ev": -9.99,
  "gap_ev": 9.226,
  "total_charge": 0,
  "fmax_ha_per_bohr": 0.078
}

=====

{
  "formula": "C6H11FO",
  "method": "wB97M-V/def2-TZVPD",
  "species": ["C", "C", "C", "F", "C", "C", "C", "O", "H", "H", "H", "H", "H", "H", "H", "H", "H", "H", "H"],
  "xyz": [[-1.768093, -1.243361, -0.214235], [-1.133631, 0.081499, 0.112576], [-1.833738, 1.218184, -0.094396], [-1.326529, 2.435742, 0.227236], [0.144257, -0.166723, 0.968828], [1.485087, -0.733455, 0.289822], [1.845509, 0.406878, -0.657881], [1.950393, 1.656239, 0.162033], [-2.483291, -1.176857, -1.163836], [-2.116679, -1.899287, 0.657452], [-1.115371, -2.031818, -0.610338], [-2.604224, 1.548212, -0.815264], [0.433535, 0.692839, 1.689154], [-0.033271, -0.949928, 1.638521], [1.189497, -1.712194, -0.199679], [2.308677, -0.767603, 0.953553], [2.804409, 0.194694, -1.213111], [1.348709, 0.553243, -1.638170], [0.904762, 1.893703, -0.092267]],
  "forces_ev_per_a": [[-1.5, -1.6, -2.3], [0.0, -0.7, 1.1], [1.3, 0.2, -1.3], [0.9, 0.3, 0.9], [1.3, 1.7, 1.2], [-3.5, 1.6, -2.3], [3.0, 0.0, -1.5], [-4.8, -0.8, -3.3], [0.7, 0.0, 2.5], [-0.4, 1.7, -0.8], [0.9, 0.7, -0.2], [-0.3, -1.7, 0.6], [-0.6, -1.1, -1.6], [-1.2, -1.2, 1.2], [0.9, 1.1, 0.4], [0.4, -0.5, 1.1], [0.1, 0.3, 1.4], [-1.3, 0.1, 1.1], [4.2, 0.2, 1.7]],
  "mulliken_charge": [-1.25, 0.90, -0.40, -0.27, -1.15, -0.30, -0.66, -0.52, 0.29, 0.29, 0.29, 0.36, 0.37, 0.47, 0.25, 0.34, 0.35, 0.27, 0.38],
  "relative_energy_kcal_mol": 75.2,
  "e_homo_ev": -9.48,
  "smiles": "C/C(=C/F)CCCO",
  "gap_ev": 10.317,
  "total_charge": 0,
  "fmax_ha_per_bohr": 0.114
}

=====

{
  "formula": "C2H4N2O2",
  "method": "wB97M-V/def2-TZVPD",
  "species": ["H", "N", "C", "N", "O", "C", "O", "H", "H", "H"],
  "xyz": [[0.201271, 1.939157, 0.107603], [-0.701096, 1.320296, 0.086592], [-0.800602, 0.115341, 0.006444], [-2.043222, -0.459602, -0.237221], [0.190249, -0.850253, 0.183295], [1.502298, -0.601382, -0.035306], [2.024579, 0.512440, -0.086236], [-2.175348, -1.110740, 0.538875], [-2.681095, 0.333632, -0.006065], [1.936595, -1.568156, -0.189318]],
  "forces_ev_per_a": [[-2.1, -2.6, 0.2], [2.1, 5.6, -0.3], [0.8, -1.1, 0.2], [-0.7, 0.1, 1.6], [-0.3, -0.5, -0.5], [0.1, 3.5, -0.1], [-1.0, -3.1, 0.1], [-0.3, -0.5, -0.5], [0.4, -0.9, -0.7], [1.0, -0.5, 0.0]],
  "mulliken_charge": [0.33, -0.60, 0.45, -0.55, -0.30, 0.22, -0.51, 0.24, 0.35, 0.36],
  "relative_energy_kcal_mol": 44.9,
  "e_homo_ev": -9.94,
  "smiles": "[H]/N=C(/N)OC=O",
  "gap_ev": 10.719,
  "total_charge": 0,
  "fmax_ha_per_bohr": 0.116
}

=====

Number 1: total energy -31196.351 eV. Number 2: total energy -11161.975 eV. Number 3: total energy -9213.275 eV.